The following is a quantum chemistry calculation of 17 unconnected molecules or ions with the total composition C66H126F2O36, from the OMol25 dataset.

XYZ file:
```
230
Properties=species:S:1:pos:R:3:forces:R:3
C -3.087 -3.426 4.344 -0.2 -2.1 0.2
C -2.067 -2.377 4.133 0.2 -0.2 -0.5
O -2.566 -1.349 4.904 0.9 0.8 -0.1
C -3.904 -1.468 5.044 -0.6 0.4 -1.7
O -4.572 -0.521 5.306 -0.5 -0.9 0.5
O -4.284 -2.711 4.602 -0.3 1.4 0.8
F -1.928 -2.068 2.758 -0.8 0.5 1.0
H -2.884 -4.068 5.249 0.1 0.5 -1.1
H -3.178 -4.013 3.425 -0.2 -0.1 0.5
H -1.086 -2.597 4.435 1.1 -0.4 0.6
C -0.336 7.294 2.914 -0.9 -1.9 -0.7
C 0.107 7.586 1.480 -1.4 0.2 -0.1
O 0.977 6.525 1.158 -0.3 0.5 0.5
C 1.392 5.931 2.326 -1.0 1.6 0.4
O 2.257 5.145 2.393 0.9 -1.2 0.0
O 0.702 6.436 3.385 1.0 -0.2 -0.3
F 0.769 8.797 1.494 0.2 -0.4 -0.5
H -1.208 6.580 2.877 0.2 1.3 0.1
H -0.451 8.172 3.555 0.0 -0.3 -0.2
H -0.753 7.620 0.752 1.2 0.0 0.6
O 4.810 -4.979 1.186 -1.4 1.8 -0.8
C 4.260 -3.986 0.689 2.2 -1.7 0.0
O 4.391 -3.677 -0.617 -0.7 -0.1 -0.3
C 4.963 -4.636 -1.496 1.5 -0.4 -0.6
C 4.954 -4.123 -2.933 -1.3 -0.3 0.0
C 3.464 -2.966 1.387 0.2 2.3 0.8
H 4.468 -5.605 -1.530 -0.5 0.2 0.7
H 6.000 -4.830 -1.172 -0.3 0.0 -0.1
H 3.952 -3.675 -3.164 0.8 -0.5 0.1
H 5.155 -4.968 -3.620 -0.3 0.4 0.4
H 5.700 -3.393 -3.138 0.6 0.8 0.0
H 4.084 -2.313 2.112 -0.6 -1.1 -1.3
H 2.786 -3.507 2.005 -0.8 -0.3 0.5
H 2.910 -2.278 0.689 0.6 -0.8 0.8
O -2.006 5.651 0.356 0.0 -0.3 0.4
C -2.156 4.522 -0.034 -0.3 -0.3 -1.7
O -1.529 4.050 -1.165 -0.6 0.5 1.0
C -0.723 4.996 -1.890 -0.2 -0.3 0.4
C 0.291 4.181 -2.612 1.7 0.2 0.5
C -3.191 3.526 0.445 0.7 1.3 1.4
H -0.277 5.713 -1.167 -0.2 -0.4 -0.7
H -1.314 5.497 -2.635 -0.8 0.6 0.1
H -0.041 3.315 -3.210 -0.2 0.6 0.3
H 0.939 3.832 -1.787 0.2 -0.3 -0.8
H 0.858 4.897 -3.235 0.0 -0.6 0.1
H -4.159 4.015 0.245 0.2 -0.6 -0.2
H -3.086 3.509 1.553 -0.1 -0.2 -0.7
H -3.022 2.553 0.010 -0.3 -0.2 -0.2
O 5.549 -0.032 2.533 -0.2 -0.5 1.9
C 5.447 0.143 3.748 0.4 1.9 -1.7
O 5.238 1.376 4.258 0.2 0.7 -1.2
C 5.174 2.513 3.242 0.8 -0.2 2.0
C 6.556 3.128 2.973 0.6 -1.1 1.2
C 5.595 -0.839 4.842 -0.5 -0.7 -0.2
H 4.563 3.216 3.831 0.0 -0.2 -0.8
H 4.730 2.120 2.364 -0.6 -0.2 -0.6
H 7.353 2.362 2.816 -0.8 0.3 -0.3
H 6.865 3.630 3.897 0.0 0.2 -0.2
H 6.586 3.844 2.159 -0.3 0.0 -0.1
H 4.706 -0.941 5.449 -0.5 0.2 0.0
H 6.382 -0.629 5.531 0.7 0.5 0.2
H 5.790 -1.769 4.373 0.2 -1.1 -0.3
O -3.099 0.607 -5.611 -0.6 1.5 1.1
C -3.639 1.702 -5.512 0.5 -0.6 -1.0
O -4.426 2.160 -6.527 -0.1 -1.0 0.4
C -4.770 1.074 -7.516 1.8 0.6 0.7
C -6.049 1.479 -8.155 0.1 0.9 -0.3
C -3.445 2.741 -4.395 -1.2 -1.6 0.5
H -4.881 0.168 -6.888 0.2 0.3 -0.8
H -3.872 1.035 -8.207 -1.2 -0.4 0.8
H -6.663 1.828 -7.343 -0.7 0.1 0.2
H -6.527 0.635 -8.627 -0.1 -0.2 -0.3
H -5.932 2.319 -8.862 0.0 -0.5 0.2
H -2.415 2.837 -4.232 1.7 -0.3 0.5
H -3.939 2.460 -3.408 0.5 0.2 -1.4
H -3.734 3.708 -4.710 -0.9 0.9 -0.4
O -3.719 -3.413 -2.241 -0.1 0.2 0.2
C -3.718 -3.414 -3.441 -0.7 0.0 -0.7
O -4.840 -3.277 -4.209 -0.2 0.5 0.8
C -6.072 -2.779 -3.560 0.1 -1.2 -0.4
C -6.741 -1.759 -4.417 -1.1 -1.0 0.2
C -2.478 -3.525 -4.292 -0.5 1.1 -0.1
H -5.868 -2.376 -2.594 0.5 0.1 0.6
H -6.799 -3.605 -3.406 0.8 0.1 -0.1
H -6.190 -0.906 -4.646 1.1 1.6 0.1
H -7.680 -1.536 -3.913 0.0 0.4 0.1
H -7.034 -2.134 -5.367 -0.2 -0.8 -0.9
H -1.941 -4.420 -4.017 0.2 -0.2 0.0
H -1.878 -2.621 -4.013 -0.3 -0.8 -0.4
H -2.783 -3.489 -5.353 0.5 -0.1 0.5
O 2.576 0.097 -5.947 1.1 1.7 -0.6
C 1.904 -0.800 -5.573 -0.7 -1.8 -0.5
O 1.879 -1.278 -4.340 -0.1 -0.2 1.4
C 2.829 -0.729 -3.378 0.1 -0.5 -0.5
C 2.535 0.702 -3.071 1.6 0.5 -0.6
C 1.120 -1.722 -6.472 -0.6 2.1 -0.1
H 3.817 -0.895 -3.814 0.0 0.3 0.1
H 2.744 -1.356 -2.500 -0.1 -0.2 0.1
H 2.641 1.289 -3.981 0.3 0.2 0.2
H 3.153 1.089 -2.258 0.2 -0.1 -0.2
H 1.556 0.822 -2.757 -2.2 0.1 0.7
H 1.728 -2.553 -6.566 1.2 -1.9 -0.4
H 0.954 -1.259 -7.453 -0.1 -0.2 0.4
H 0.231 -2.041 -5.976 -0.8 -0.1 0.1
O -1.239 3.705 3.342 -0.3 1.4 -1.2
C -1.385 2.712 3.976 1.5 -0.6 1.3
O -0.472 2.389 4.949 -2.0 -1.6 -0.6
C 0.630 3.215 5.161 1.4 0.1 0.7
C 0.280 4.246 6.263 0.3 1.3 -0.3
C -2.471 1.712 3.813 1.9 -2.2 0.7
H 0.971 3.636 4.215 -0.2 0.5 0.1
H 1.426 2.463 5.429 -0.5 1.1 0.3
H -0.735 4.677 6.110 0.3 -0.9 0.1
H 0.840 5.201 6.211 0.4 -0.7 -0.3
H 0.427 3.910 7.298 -0.4 -0.3 -0.4
H -2.367 1.219 2.839 -0.1 0.3 0.0
H -3.378 2.200 3.907 -2.0 0.8 0.0
H -2.392 0.885 4.564 -0.1 1.0 -0.6
O 0.419 -4.163 1.343 -0.5 -0.6 0.7
C -0.280 -4.853 2.074 -0.5 1.2 -2.3
O -1.611 -4.986 1.844 0.8 0.2 0.5
C -2.125 -4.277 0.673 -0.5 0.8 0.7
C -3.644 -4.415 0.728 1.7 -1.3 -2.6
C 0.253 -5.540 3.256 0.6 0.0 -0.5
H -1.709 -4.774 -0.190 0.1 0.1 -0.3
H -1.840 -3.187 0.731 0.0 -1.3 -0.2
H -4.025 -4.082 -0.234 0.0 0.1 0.0
H -4.062 -3.812 1.445 -1.1 1.1 2.1
H -3.894 -5.470 0.771 -0.3 -0.1 0.5
H -0.342 -6.368 3.566 -0.4 -0.6 0.3
H 0.264 -4.766 4.009 0.3 -0.1 0.6
H 1.265 -5.855 2.965 -0.2 0.1 0.5
O 7.347 5.827 0.301 1.0 -1.8 -0.8
C 7.700 4.783 -0.237 -1.2 -0.2 0.3
O 6.960 4.168 -1.223 -0.6 1.2 1.1
C 5.598 4.716 -1.244 1.1 0.6 -0.7
C 4.778 4.206 -0.101 0.4 -0.5 -0.4
C 8.855 3.867 0.090 0.6 1.2 0.4
H 5.209 4.337 -2.146 -0.5 -0.7 -1.2
H 5.671 5.801 -1.428 -0.2 -0.4 0.8
H 3.778 4.531 -0.197 -1.3 0.4 -0.3
H 5.066 4.567 0.861 0.5 0.0 0.6
H 4.771 3.111 -0.171 0.1 0.2 0.4
H 9.314 4.274 1.008 0.1 -0.4 -0.5
H 9.553 3.958 -0.762 -0.1 -0.2 0.5
H 8.572 2.812 0.231 -0.1 0.6 -0.2
O -7.387 4.511 -0.320 -0.6 0.1 -0.1
C -8.279 3.918 -0.875 1.9 -1.4 -0.3
O -7.995 2.831 -1.681 -1.5 1.3 0.5
C -6.656 2.370 -1.756 -1.1 -1.1 1.2
C -6.723 1.280 -2.744 -1.3 -0.4 -2.4
C -9.743 4.129 -0.756 0.8 0.2 1.1
H -6.415 1.947 -0.783 0.4 0.3 0.3
H -6.017 3.170 -2.007 1.0 0.9 -0.3
H -5.795 0.871 -3.033 1.4 -0.5 0.1
H -7.116 1.677 -3.705 0.1 0.0 0.4
H -7.401 0.431 -2.551 0.4 0.5 0.5
H -9.849 4.965 -0.051 -0.5 0.2 -0.9
H -10.127 3.280 -0.216 -0.3 -0.6 0.0
H -10.155 4.141 -1.748 -0.6 0.5 -0.2
O 0.444 -3.309 5.579 -1.0 0.0 -0.1
C 1.590 -3.007 5.716 2.1 0.9 0.5
O 2.089 -1.756 5.662 -0.1 -0.1 -0.1
C 1.279 -0.650 5.235 0.5 0.8 -0.6
C 1.105 -0.620 3.699 0.1 0.0 1.2
C 2.731 -3.948 6.024 -1.6 -1.2 -3.0
H 1.819 0.265 5.582 -0.2 -0.8 -0.3
H 0.335 -0.634 5.755 -0.5 -0.3 0.1
H 2.076 -0.546 3.200 -0.1 -0.3 0.0
H 0.567 0.302 3.514 -0.3 0.1 -0.3
H 0.517 -1.481 3.355 0.3 0.3 -0.1
H 2.594 -4.835 5.329 0.3 1.0 0.8
H 2.646 -4.297 6.986 -0.3 -0.9 2.4
H 3.678 -3.518 5.892 1.1 0.7 -0.3
O -7.400 -1.794 -0.997 1.4 -0.5 -0.1
C -8.011 -0.904 -0.487 -0.2 0.0 1.6
O -7.681 -0.234 0.637 0.7 -0.4 0.0
C -6.547 -0.758 1.414 -1.0 0.1 -0.6
C -5.306 -0.006 1.124 0.5 0.8 1.2
C -9.356 -0.573 -0.918 -0.6 0.2 -2.2
H -6.393 -1.789 1.104 -0.2 -0.2 0.4
H -6.873 -0.644 2.451 0.1 -0.2 -0.2
H -4.581 -0.337 1.871 0.3 -0.1 -0.2
H -5.408 1.070 1.315 -0.1 -0.1 -0.3
H -4.938 -0.208 0.142 0.3 0.0 -0.7
H -9.501 0.483 -1.097 -0.1 0.3 0.1
H -10.070 -0.940 -0.223 -0.6 -0.2 0.8
H -9.472 -1.136 -1.861 -0.3 0.5 0.3
O -0.262 -6.070 -1.826 -1.5 -0.1 -0.2
C 0.648 -5.306 -1.712 1.3 0.1 0.7
O 1.900 -5.744 -1.500 0.8 -1.0 0.5
C 2.001 -7.229 -1.367 1.4 1.9 0.4
C 1.968 -7.671 0.085 -0.6 1.5 0.2
C 0.637 -3.818 -1.772 -1.1 -0.3 1.9
H 2.926 -7.490 -1.868 0.2 0.1 0.1
H 1.199 -7.507 -1.964 -1.4 -1.5 -0.7
H 2.277 -8.699 0.214 0.4 0.0 0.1
H 0.959 -7.567 0.452 -0.7 -0.4 -0.1
H 2.448 -6.919 0.750 0.7 -0.8 -0.6
H -0.340 -3.467 -1.395 0.4 0.0 -0.6
H 0.836 -3.586 -2.767 0.1 0.9 -1.9
H 1.409 -3.397 -1.140 0.2 0.0 0.1
O 1.731 -0.457 0.028 -0.5 0.1 0.4
C 1.282 0.590 0.450 0.6 -0.4 -1.6
O -0.015 0.906 0.476 -0.7 -0.8 0.4
C -0.942 -0.163 0.085 0.0 0.6 0.2
C -0.921 -0.375 -1.391 0.1 0.6 -0.5
C 2.147 1.722 0.871 -1.0 -0.7 -0.1
H -1.945 0.143 0.460 0.8 -0.1 -0.2
H -0.673 -1.118 0.498 0.4 -0.1 1.0
H -1.561 -1.248 -1.517 0.1 -0.1 -0.6
H 0.139 -0.562 -1.738 -1.5 0.2 0.2
H -1.411 0.503 -1.861 0.5 -0.5 -0.3
H 3.158 1.401 0.809 0.8 -0.2 0.7
H 1.701 1.986 1.802 0.6 0.6 1.2
H 2.028 2.560 0.235 -0.3 0.9 -0.8
O 8.795 0.694 0.739 0.0 -0.4 0.0
C 8.563 -0.440 0.407 -0.8 -0.8 -0.6
O 7.794 -0.784 -0.679 0.7 -0.3 1.3
C 7.234 0.226 -1.541 0.5 0.6 1.3
C 5.843 -0.205 -1.919 1.2 0.4 -0.3
C 9.129 -1.700 1.091 -1.6 0.3 -0.7
H 7.938 0.236 -2.372 -0.2 0.6 -0.2
H 7.187 1.193 -0.953 0.3 -0.9 -1.0
H 5.256 -0.098 -1.034 -0.8 -0.5 0.5
H 5.861 -1.193 -2.368 -0.3 -0.2 0.2
H 5.519 0.510 -2.650 -0.5 0.3 -0.5
H 9.088 -1.618 2.156 -0.1 0.4 0.7
H 10.152 -1.693 0.823 1.2 -0.4 -0.4
H 8.612 -2.641 0.810 0.4 0.8 -0.1
```
Positions in Å, forces in eV/Å.

Results
- lowest unoccupied orbital energy (eV) = 0.49
- M (g/mol) = 1533.7
- orbital gap (eV) = 10.4